(1)
The molecule C3H3F3 in a non-equilibrium geometry. Source: the Open Molecules 2025 dataset; level of theory: ωB97M-V with the def2-TZVPD basis set.

Geometry as XYZ:
```
9
Properties=species:S:1:pos:R:3
C -0.838 -0.563 -0.045
C -0.171 -0.023 1.198
C 0.507 -0.024 -0.095
H -0.918 -1.673 -0.457
H -0.031 -0.616 2.311
H -0.258 0.956 1.543
F -1.913 0.163 -0.472
F 0.906 1.268 -0.256
F 1.475 -0.876 -0.354
```

Computed properties:
SMILES string: F[C@@H]1CC1(F)F
ΔE to the lowest compared entry with this formula, charge and spin, kJ/mol: 235.8
HOMO-LUMO gap, Ha: 0.4376
Charge: 0

=====

(2)
A cluster of 2 separate species, C4H12N2O in total in a non-equilibrium geometry. Source: the Open Molecules 2025 dataset; level of theory: ωB97M-V with the def2-TZVPD basis set.

Geometry as XYZ:
```
19
Properties=species:S:1:pos:R:3
C -1.878 1.823 -0.268
O -1.729 0.996 0.856
H -1.208 0.099 0.583
H -2.058 2.847 0.065
H -0.976 1.826 -0.896
H -2.715 1.504 -0.900
C -0.007 -2.171 -0.671
C 1.103 -0.178 0.404
N 1.961 -0.011 -0.663
N 1.144 0.800 1.370
C 0.099 -1.120 0.405
H 2.765 0.578 -0.506
H 2.104 -0.829 -1.233
H 0.226 0.930 1.822
H 1.562 1.678 1.103
H -0.261 -1.419 1.382
H -0.783 -2.892 -0.410
H -0.271 -1.726 -1.635
H 0.923 -2.735 -0.806
```

Computed properties:
SMILES string: CC=C(N)N.CO
ΔE to the lowest compared entry with this formula, charge and spin, kJ/mol: 175.0
HOMO-LUMO gap, Ha: 0.3143
Charge: 0

=====

(3)
The molecule C7H8. Source: the Open Molecules 2025 dataset; level of theory: ωB97M-V with the def2-TZVPD basis set.

Geometry as XYZ:
```
15
Properties=species:S:1:pos:R:3
C 0.116 -1.525 0.198
C -0.437 -0.116 0.493
C 0.392 1.090 -0.073
C 1.710 0.815 -0.661
C 2.789 0.661 -1.173
C -1.895 0.063 0.258
C -3.083 0.275 0.253
H 0.272 -1.787 -0.854
H 1.094 -1.636 0.682
H -0.550 -2.267 0.647
H -0.372 -0.038 1.584
H -0.189 1.649 -0.815
H 0.542 1.794 0.754
H 3.743 0.532 -1.642
H -4.132 0.490 0.349
```

Computed properties:
SMILES string: C#CC[C@H](C)C#C
ΔE to the lowest compared entry with this formula, charge and spin, kJ/mol: 388.3
HOMO-LUMO gap, Ha: 0.3990
Charge: 0

=====

(4)
The molecule C8H4BrN5S in a non-equilibrium geometry. Source: the Open Molecules 2025 dataset; level of theory: ωB97M-V with the def2-TZVPD basis set.

Geometry as XYZ:
```
19
Properties=species:S:1:pos:R:3
Br -0.586 -2.744 -4.949
N 3.140 2.376 2.543
N 3.180 1.607 1.471
N 1.508 0.426 0.167
N 1.852 2.327 3.045
S 0.787 -1.482 -2.244
C 0.264 -0.034 0.140
C 1.151 1.569 2.259
C -0.657 -1.988 -3.152
C -1.813 -1.784 -2.492
C -0.697 0.374 1.219
C -0.276 1.189 2.257
C -1.595 -1.062 -1.239
C -0.266 -0.805 -0.995
N 1.962 1.109 1.257
H -2.822 -1.983 -2.857
H -1.748 0.087 1.188
H -0.971 1.486 3.011
H -2.414 -0.668 -0.630
```

Computed properties:
SMILES string: Brc1ccc(-c2ccc3nnnn3n2)s1
HOMO-LUMO gap, Ha: 0.3050
Charge: 0

=====

(5)
A structure of composition C28H55O2P3Pt in a non-equilibrium geometry. Source: the Open Molecules 2025 dataset; level of theory: ωB97M-V with the def2-TZVPD basis set.

Geometry as XYZ:
```
89
Properties=species:S:1:pos:R:3
Pt 1.024 0.545 -1.632
C 1.818 0.515 -3.361
O 2.346 0.370 -4.385
C 1.392 2.261 -0.917
O 1.450 3.280 -0.337
P -1.359 1.372 -1.920
C -2.644 2.136 -0.744
H -3.466 2.544 -1.355
C -1.317 2.685 -3.258
H -0.443 3.286 -2.949
C -2.293 -0.090 -2.534
H -2.483 -0.647 -1.602
C 2.939 -2.036 -0.249
P 2.638 -0.269 0.159
H 3.553 -0.460 2.383
H 2.007 -2.494 0.115
C 4.331 0.527 0.005
H 5.038 -0.227 0.386
C -1.020 2.073 -4.624
H -1.876 1.523 -5.034
H -0.158 1.399 -4.597
H -0.770 2.884 -5.322
C -2.512 3.658 -3.302
H -2.351 4.382 -4.111
H -2.608 4.233 -2.375
H -3.461 3.140 -3.495
C -3.652 0.285 -3.133
H -4.269 0.876 -2.449
H -4.213 -0.635 -3.348
H -3.557 0.838 -4.075
C -1.498 -1.029 -3.440
H -2.093 -1.938 -3.603
H -0.544 -1.325 -2.985
H -1.280 -0.576 -4.414
C -3.314 1.114 0.168
H -4.223 0.667 -0.258
H -3.639 1.598 1.097
H -2.618 0.295 0.401
C -1.989 3.293 0.020
H -1.216 2.927 0.713
H -2.766 3.796 0.612
H -1.544 4.042 -0.653
C 4.129 -2.626 0.519
H 4.129 -2.371 1.583
H 5.073 -2.280 0.076
H 4.107 -3.722 0.444
C 3.054 -2.314 -1.744
H 3.996 -1.935 -2.155
C 1.940 0.922 2.691
H 2.235 -1.872 -2.324
H 3.036 -3.400 -1.906
C 1.723 -1.563 2.611
H 0.864 0.797 2.886
H 2.403 1.130 3.669
H 2.098 1.790 2.036
C 2.501 -0.362 2.071
H 1.764 -1.569 3.710
H 2.075 -2.547 2.278
H 0.658 -1.480 2.354
C 4.478 1.757 0.910
H 3.746 2.536 0.660
H 5.482 2.175 0.763
H 4.380 1.505 1.973
C 4.698 0.856 -1.445
H 4.617 -0.007 -2.120
H 5.745 1.203 -1.460
H 4.065 1.667 -1.830
H -0.963 1.706 2.929
H -1.590 1.797 2.490
C -0.927 -2.740 0.664
P -2.503 -2.029 1.304
C -3.549 -3.515 1.420
C -2.077 -1.776 3.057
C -2.416 -0.485 3.497
C -1.914 -0.028 4.708
C -1.113 -0.892 5.470
C -1.021 -2.268 5.188
C -1.462 -2.693 3.926
H -1.251 -3.406 -0.146
H -0.370 -3.341 1.396
H -0.303 -1.926 0.257
H -3.124 -4.197 2.156
H -4.573 -3.254 1.704
H -3.559 -3.981 0.430
H -2.980 0.168 2.843
H -2.123 1.015 5.003
H -0.602 -0.538 6.356
H -0.621 -3.013 5.896
H -1.317 -3.713 3.606
```

Computed properties:
HOMO-LUMO gap (spin up / spin down), Ha: 0.2618 / 0.1010
Charge: +4
2S+1: 5

=====

(6)
The molecule C4H4N2O in a non-equilibrium geometry. Source: the Open Molecules 2025 dataset; level of theory: ωB97M-V with the def2-TZVPD basis set.

Geometry as XYZ:
```
11
Properties=species:S:1:pos:R:3
C 1.401 0.622 -0.128
C 0.059 0.400 -0.061
C -1.249 1.029 -0.047
C -0.474 -1.101 -0.280
H 1.660 -1.236 0.635
H 2.077 1.596 -0.015
H -1.412 2.196 -0.065
H -0.339 -2.179 -0.212
N -2.261 0.211 0.087
N -1.813 -1.057 0.039
O 2.354 -0.482 0.048
```

Computed properties:
SMILES string: OC=C1C=NN=C1
ΔE to the lowest compared entry with this formula, charge and spin, kJ/mol: 494.5
HOMO-LUMO gap, Ha: 0.3062
Charge: 0